[1]
The molecule C4H13N3 at a distorted geometry, computed with the ωB97M-V functional and the def2-TZVPD basis.

```
20
Properties=species:S:1:pos:R:3:nbo_charge:R:1
N -0.8152 0.8066 -0.1509 -0.626
N 2.4755 -0.8564 -0.5558 -0.816
N -2.9368 -0.4965 -0.0584 -0.849
C 1.6652 0.3126 1.5203 -0.626
C -2.1296 0.5337 -0.7009 -0.055
C 1.5464 0.1201 0.0080 -0.063
C 0.1318 -0.2729 -0.3698 -0.223
H 2.6839 0.5109 1.8284 0.211
H 1.3472 -0.6136 2.0177 0.196
H -1.9680 0.2466 -1.7398 0.179
H 3.4203 -0.6135 -0.2731 0.352
H 1.7249 1.0760 -0.4946 0.193
H 2.3093 -1.7457 -0.0863 0.341
H -0.9226 0.9617 0.8542 0.343
H 0.0243 -0.6068 -1.4014 0.204
H -2.8286 -0.4681 0.9493 0.349
H 1.0258 1.1415 1.8382 0.208
H -2.6872 -1.4301 -0.3663 0.356
H -0.1219 -1.2151 0.1713 0.146
H -2.7116 1.4622 -0.6931 0.181
```

Summary:
Orbital gap in Eh: 0.3630
2S+1: 1

[2]
A cluster of 5 separate species, C2H16NO4 in total at a distorted geometry, computed with the ωB97M-V functional and the def2-TZVPD basis.

```
23
Properties=species:S:1:pos:R:3:nbo_charge:R:1
O 1.9978 0.2378 -1.8101 -0.982
O 0.6424 2.5701 0.8163 -0.953
O 1.0668 0.0044 1.9999 -0.973
O 0.1998 -3.6597 0.0392 -0.951
N -0.2833 -0.4605 -0.0247 -0.716
C -1.5670 -0.0953 -0.7443 -0.231
C -2.1834 1.2568 -0.2150 -0.640
H -3.0359 1.4485 -0.8617 0.235
H 0.3258 0.3495 0.2620 0.484
H 0.3774 -0.9602 -0.7035 0.464
H 1.9235 0.3301 1.9706 0.480
H 0.9516 -4.1049 0.1341 0.472
H -2.3079 -0.9585 -0.7763 0.229
H 0.9771 -0.4245 2.8918 0.508
H -0.4995 -4.2626 -0.0410 0.481
H -1.3081 0.0599 -1.8506 0.229
H -0.4550 -1.1148 0.7822 0.452
H -2.5864 1.4850 0.7296 0.238
H 2.4419 -0.3500 -2.4743 0.495
H 2.4609 1.0782 -1.8418 0.492
H 1.2189 2.2052 1.5603 0.476
H 1.0305 3.3958 0.6205 0.483
H -1.3876 1.9698 -0.4631 0.228
```

Summary:
Orbital gap in Eh: 0.4531
2S+1: 1
Total charge: +1

[3]
A structure of composition C19H10ClN3O9PbS, computed with the ωB97M-V functional and the def2-TZVPD basis.

```
44
Properties=species:S:1:pos:R:3:nbo_charge:R:1
Pb 1.7815 0.9347 0.7538 1.562
Cl 2.8981 -6.4747 -0.6043 0.000
S -1.0535 3.4984 2.1663 0.634
O 0.9517 -1.0012 0.2048 -0.849
O -3.5865 1.5595 -5.6355 -0.383
O 0.2492 -0.9657 -4.2053 -0.392
O 3.0336 -0.8238 2.1673 -0.660
O -4.5078 2.9146 -4.2401 -0.382
O -0.6926 2.8014 0.6855 -0.654
O 0.6693 1.4686 -1.1221 -0.829
O -2.3938 4.0420 -0.0701 -0.567
O 1.7631 0.2197 -3.2418 -0.360
N 0.0860 1.1088 2.7563 -0.527
N -3.6098 2.1757 -4.5892 0.540
N 0.6123 -0.0135 -3.5399 0.535
C -0.8839 1.1733 5.3572 -0.130
C -0.3244 1.6285 -1.8937 0.539
C -2.4902 1.9851 -3.6673 -0.065
C 2.9437 -4.0652 0.6202 -0.147
C -0.4245 0.9475 -3.1441 -0.088
C -1.1654 2.1947 4.4806 -0.256
C -1.5553 3.2174 -0.3074 0.797
C -0.6602 2.1205 3.1778 0.034
C 2.5105 -2.7368 0.8327 -0.308
C 3.1893 -2.0096 1.8681 0.442
C 0.3283 0.1040 3.6180 0.059
C -0.1274 0.0908 4.9156 -0.264
C 2.3661 -4.8403 -0.3397 -0.099
C -1.4810 1.0989 -4.0056 -0.107
C -2.4727 2.6673 -2.4692 -0.071
C 1.4499 -2.1975 0.0609 0.419
C 1.3271 -4.3154 -1.1243 -0.169
C 0.8813 -3.0369 -0.9276 -0.223
C -1.4246 2.4827 -1.5787 -0.314
H -3.2803 3.3386 -2.2155 0.271
H -1.7853 3.0319 4.7723 0.236
H 3.9233 -2.5941 2.4470 0.134
H 0.0855 -2.6260 -1.5334 0.228
H 3.7466 -4.4612 1.2295 0.223
H 0.1012 -0.7438 5.5612 0.234
H -1.2662 1.2047 6.3687 0.230
H -1.5206 0.5396 -4.9292 0.276
H 0.8819 -4.9337 -1.8926 0.234
H 0.9266 -0.7093 3.2330 0.222
```

Summary:
Orbital gap in Eh: 0.2948
2S+1: 1

[4]
A structure of composition C22H22F3NO5PPtS2 at a distorted geometry, computed with the ωB97M-V functional and the def2-TZVPD basis.

```
57
Properties=species:S:1:pos:R:3:mulliken_spin:R:1
Pt -1.1060 0.3844 -0.6732 1.329
S -4.3178 -0.4833 -1.0856 0.017
S -2.0152 -0.0341 2.2996 -0.002
P 1.0815 0.0710 -0.2124 0.308
F -2.6137 0.5767 4.7337 0.001
F -4.3431 0.9344 3.4399 0.000
F -2.6500 2.3357 3.3627 0.000
O -1.5325 1.3152 -3.3329 0.165
O -3.1206 0.4820 -1.4550 0.096
O -2.7541 -1.2999 2.0665 0.022
O -2.1295 0.8746 1.0299 0.132
O -0.7514 -0.0210 3.0362 0.018
N -0.4957 0.7105 -2.5532 0.273
C 2.0171 -2.1992 3.0828 0.219
C 1.8369 1.6085 0.3749 0.066
C -5.1507 -0.4003 -2.6592 0.004
C 0.3850 -2.3326 0.8866 0.188
C -3.0348 1.0283 3.5462 0.006
C 0.5619 -3.4117 1.7178 0.015
C 3.1330 -1.5057 -1.1485 0.086
C 3.2758 3.7840 1.3665 0.050
C 1.3679 -3.3848 2.8273 0.159
C 1.9938 -0.7283 -1.5477 0.019
C 2.7474 2.2374 -0.4412 0.019
C 1.1665 -1.1447 1.1159 0.200
C 0.4697 0.2541 -3.2486 0.040
C 3.9544 -1.9436 -2.2039 0.159
C 3.6707 -1.6806 -3.5611 0.014
C 1.7071 -0.4153 -2.8439 0.084
C 2.0570 -1.0786 2.2200 0.171
C 2.5612 -0.9217 -3.8203 0.086
C 2.2191 3.1902 2.0779 -0.010
C 1.5203 2.0521 1.6064 0.019
C -5.3225 0.4620 0.0272 0.002
C 3.5286 3.3186 0.0717 -0.005
H 2.8746 1.9766 -1.4814 0.003
H 1.3788 -4.1526 3.5901 0.000
H -4.5266 -1.0659 -3.3966 0.001
H -6.2306 -0.0544 0.2220 0.000
H 0.7249 1.6300 2.2831 0.001
H -0.4251 -2.3404 0.1736 0.011
H 1.8680 3.6473 2.9956 0.000
H -5.2334 0.6188 -3.0811 0.001
H 4.8252 -2.4824 -1.9157 0.001
H -2.4258 0.8554 -2.9565 0.005
H -5.4414 1.4253 -0.4510 0.001
H -0.0072 -4.3377 1.4823 0.001
H 4.2352 -2.1572 -4.3747 0.003
H -6.0999 -0.9193 -2.5785 0.001
H 2.6477 -2.1460 3.9823 -0.011
H 2.5277 -0.1229 2.4783 -0.002
H -4.7905 0.5264 0.9941 0.003
H 4.2086 3.8362 -0.5982 0.000
H 2.2846 -0.8176 -4.8664 -0.003
H 3.4700 -1.6763 -0.1034 0.026
H 3.8502 4.5809 1.7941 0.000
H 0.3679 0.5414 -4.2949 0.013
```

Summary:
Expectation value of S²: 6.0601
Orbital gap (alpha / beta) in Eh: 0.2044 / 0.1313
2S+1: 5
Total charge: +3

[5]
A cluster of 2 separate species, C4H7OP in total at a distorted geometry, computed with the ωB97M-V functional and the def2-TZVPD basis.

```
13
Properties=species:S:1:pos:R:3:mulliken_spin:R:1
P -0.5784 0.0895 -0.1315 0.158
O -3.3158 -0.5474 0.1418 1.814
C 0.0602 -1.0637 -1.4352 -0.001
C 0.2016 1.7021 -0.2145 0.000
C 0.1345 -0.5475 1.4186 -0.005
C 0.8284 2.6615 0.0899 0.023
H -0.5406 -0.9714 -2.3358 0.002
H 0.4313 -1.6732 1.2639 -0.001
H 1.4057 3.6421 0.0092 0.000
H 1.0705 -0.0063 1.8186 0.003
H -0.7374 -0.3547 2.0398 0.003
H 1.2201 -0.9155 -1.6628 0.005
H -0.1801 -2.0155 -1.0021 0.000
```

Summary:
Expectation value of S²: 2.0095
Orbital gap (alpha / beta) in Eh: 0.3460 / 0.2852
2S+1: 3

[6]
A structure of composition C2H7N at a distorted geometry, computed with the ωB97M-V functional and the def2-TZVPD basis.

```
10
Properties=species:S:1:pos:R:3:nbo_charge:R:1
N 0.4636 0.6599 -0.2202 -0.580
C 1.0098 -0.5194 0.3725 -0.450
C -1.3035 0.1066 -0.1934 -0.593
H 1.0613 -0.4997 1.4751 0.177
H -2.1667 0.7210 -0.5223 0.234
H -1.3948 0.1057 0.8949 0.236
H 0.4718 -1.4468 0.1233 0.177
H 2.0216 -0.6815 -0.0741 0.209
H -0.3993 0.6594 -0.9457 0.386
H -1.3673 -0.9043 -0.5708 0.204
```

Summary:
Orbital gap in Eh: 0.3548
2S+1: 1

Table of total energy (eV), in record order: -8828.9385, -12007.1451, -71363.4909, -77219.8581, -15590.5693, -3673.2315
Table of energy relative to the best compared isomer or geometry (same formula, charge and spin) (kcal per mole), in record order: 10.9, 33.2, 6.3, 28.0, 85.2, 98.0